Entry 1:
94
Properties=species:S:1:pos:R:3:forces:R:3 method="wB97M-V/def2-TZVPD" total_energy_ev=-91885.993 molar_mass_g_mol=916.01 total_charge=+1 multiplicity=2
C 5.099310 2.405345 1.953754 -0.049 -0.018 0.000
C -2.261312 -1.968374 -2.985969 -0.003 0.069 0.027
S 1.895014 0.825336 -1.992604 1.048 0.157 -0.274
C -1.670722 -3.228796 -3.226172 -0.038 -0.074 -0.076
H -3.854273 -2.111732 -4.437671 0.023 0.044 0.064
C 2.884002 1.536570 -3.302191 -0.137 -0.204 -0.198
C -3.884101 -0.240685 -3.412225 -0.050 0.068 0.009
H -1.465705 1.863704 -0.922053 0.269 0.186 -0.055
O -1.897207 -2.581602 4.036635 -1.483 0.269 0.661
H 4.677386 4.085633 -6.927017 0.016 -0.045 0.020
C 2.626784 0.783752 5.485402 0.068 -0.022 0.000
H -0.076792 -4.551547 -2.701720 -0.020 0.043 0.048
C 1.489195 -3.050476 2.797077 -1.395 -0.708 1.028
H -4.747444 0.130185 -3.950114 0.057 0.006 0.039
C -1.662662 -1.146898 -2.015580 0.082 0.068 0.059
O -0.696663 2.123113 1.789899 0.395 -0.114 -0.240
C 3.563481 0.685005 -4.162057 0.036 0.012 0.026
C 2.974719 0.013526 4.378213 0.031 0.054 -0.010
H 5.093941 7.492127 -1.339370 -0.019 -0.034 0.012
H 6.443125 2.879613 3.526293 -0.010 -0.038 -0.036
N -0.528331 -1.527886 -1.346562 -0.095 -0.127 -0.293
C 1.474615 1.275671 3.000414 0.131 -0.374 0.014
H 3.704780 4.516510 -4.632165 -0.023 -0.079 0.007
H 2.498337 0.473297 7.613682 0.039 -0.009 -0.055
C 3.419106 4.173085 -0.196884 0.021 0.003 0.049
C 5.259688 5.334143 -1.253900 0.008 0.043 -0.027
C -3.393851 -1.484314 -3.682495 0.010 -0.070 -0.042
C 5.171449 3.207271 -6.510121 -0.015 -0.030 0.122
O -1.187446 -1.010587 1.577755 -0.071 2.415 -2.476
N -1.549101 0.885656 -0.679684 0.111 -0.864 0.054
H 6.222457 5.315820 -1.750275 -0.040 0.003 0.017
C 3.905193 -0.539667 -0.827982 -0.131 -0.020 -0.208
C 6.871893 0.934565 2.678329 0.009 0.053 0.023
C 4.695081 1.456501 0.977200 -0.136 -0.087 0.075
C 3.205344 0.687803 -0.756106 0.026 0.024 -0.056
O 0.442199 -4.298386 4.633741 -0.222 -0.588 0.752
H 5.322041 2.481262 -7.308617 -0.009 0.031 0.023
H 5.529448 -1.692740 -0.084202 -0.056 0.050 0.001
C 0.911856 4.275252 1.063696 -0.077 -0.089 0.058
H 3.508990 -0.391311 -4.028574 0.009 0.082 -0.057
H 4.845194 0.580062 -5.875345 -0.050 0.041 0.045
H 2.681809 -0.354832 2.286839 0.083 -0.021 -0.064
C -0.492685 -1.819988 2.219040 2.405 -2.052 1.240
O 0.909691 1.886889 -1.576575 -0.356 -0.573 0.296
C 3.562162 1.679148 0.123836 -0.155 0.110 0.207
C 1.687821 1.806545 5.320701 0.017 0.021 0.018
S 0.658002 1.607784 1.453136 -0.483 0.739 0.979
H 3.699316 -0.788875 4.484742 -0.102 0.057 -0.030
C 5.412580 0.236790 0.882432 -0.075 0.021 0.064
H 0.884762 -2.962231 -1.034211 0.068 0.003 0.046
C 6.154509 2.147953 2.781148 0.004 -0.013 -0.016
H 1.007282 6.384747 0.807051 0.031 -0.071 -0.006
Ru 0.222196 -0.122774 -0.039697 -1.145 -0.600 1.826
H 3.835487 -0.386956 6.833500 -0.030 0.042 0.006
C 2.808402 2.969146 0.260761 -0.012 -0.115 0.111
C 6.510403 0.004618 1.748607 0.006 -0.065 -0.028
H 7.705722 0.746239 3.344479 -0.049 0.009 -0.051
O 2.610266 -3.463608 2.881912 0.788 0.170 -0.393
H -3.694487 1.553235 -2.209384 0.015 -0.071 -0.019
C 1.581458 3.049252 0.880246 0.224 -0.040 -0.281
H -2.062057 0.835250 0.198210 -0.241 0.086 0.146
C 1.104976 2.054594 4.091945 -0.100 0.152 -0.073
H 0.359458 2.834581 3.971317 0.061 -0.107 0.052
H 2.354045 3.549546 -2.787291 0.042 -0.038 -0.084
C 4.367631 2.615547 -5.379600 0.061 0.004 -0.075
H 3.926817 1.360711 7.093604 -0.032 -0.053 -0.017
C 4.677650 4.167337 -0.857888 -0.015 -0.045 0.005
C 4.988357 -0.754028 -0.037500 0.102 -0.015 0.047
C 3.399217 6.609163 -0.409927 -0.032 0.016 -0.012
C -0.554877 -3.595854 -2.534462 0.080 -0.066 -0.004
C 3.257443 0.536720 6.831348 -0.058 0.042 -0.074
C 4.310859 1.233717 -5.194044 -0.029 -0.007 0.042
H 4.556225 3.336514 2.050252 0.004 -0.033 0.005
H -0.066240 4.267475 1.529208 0.081 0.039 -0.032
C -3.283925 0.571536 -2.423105 -0.152 0.110 -0.017
C 4.615799 6.573262 -1.023287 0.020 -0.014 -0.014
H -2.108084 -3.891970 -3.964449 0.009 0.048 0.041
O 1.400370 -1.540470 0.907501 0.915 1.483 -3.615
C -0.002959 -2.706468 -1.596265 0.007 -0.042 0.030
H 1.407254 2.415473 6.174417 -0.002 -0.061 -0.065
C 2.404531 0.253104 3.133625 0.041 0.126 0.032
H 6.157164 3.520693 -6.155046 -0.055 -0.018 -0.015
C 1.504410 5.432471 0.654278 0.032 0.061 -0.024
C -2.203635 0.122729 -1.726083 0.007 0.035 -0.030
C 2.916071 2.910664 -3.460951 -0.062 0.110 0.084
C 0.852549 -2.117210 1.876148 -1.858 -0.210 2.558
H 2.895155 7.553458 -0.237011 0.021 -0.043 -0.002
C 3.667825 3.439816 -4.498756 -0.007 0.032 -0.012
H 3.568220 -1.299941 -1.526418 0.023 0.002 0.088
C 2.767644 5.412388 0.018523 0.007 0.003 -0.020
C -0.881791 -2.593136 3.431803 0.891 -0.735 -0.386
H 7.049381 -0.933509 1.665275 -0.051 0.065 0.009
C 0.341994 -3.473974 3.797051 0.799 1.339 -1.610
H 5.171761 3.221778 -1.047954 -0.003 0.058 0.009


Entry 2:
108
Properties=species:S:1:pos:R:3:forces:R:3 method="wB97M-V/def2-TZVPD" total_energy_ev=-196695.263 molar_mass_g_mol=1142.57 total_charge=+2
F -1.005905 3.362418 -6.444948 -0.165 0.467 0.526
F -2.332860 -4.234575 4.466811 -0.170 0.380 -0.460
H 4.388335 0.879715 -1.880776 -0.004 0.093 0.421
C 1.661817 2.407362 4.898354 1.560 1.812 0.776
H -2.853613 8.302012 0.523377 -0.106 0.056 0.095
C -0.308459 3.480074 -4.204735 0.347 -0.565 0.342
C -3.851697 -0.975168 4.349344 -2.761 0.422 1.136
O 1.553409 -2.750914 0.975990 3.146 -1.703 0.780
O -3.733910 -3.640673 0.987982 -0.874 1.111 -1.231
C 1.413684 2.014365 3.589259 1.148 1.577 1.450
C -1.670807 -2.208404 3.350685 0.184 -1.888 0.499
H -1.716147 5.866729 -6.097620 -0.108 0.018 -0.041
H -2.398476 -9.369238 1.008611 0.041 -0.218 0.050
F 3.030300 5.215586 -0.990299 -0.251 -0.319 0.567
C -3.071650 6.185612 0.662476 0.365 -1.117 0.093
H 4.425293 3.854702 -5.008864 0.115 -0.217 -0.016
C -3.732080 -2.311136 4.613349 1.176 -2.091 -0.605
C -1.057842 4.864773 0.631844 -0.012 3.838 0.446
C -2.593016 -2.956235 4.135543 0.602 1.265 -0.321
H 2.066382 -7.107097 -3.793494 -0.123 -0.577 -0.149
H 1.644962 2.565583 1.525116 -0.074 -0.076 -0.032
C -1.492626 -6.160777 1.308082 1.203 -0.312 -0.055
H -3.384829 -7.207852 1.578697 -0.110 0.110 -0.452
H -3.026849 0.816685 3.462771 -0.429 0.152 0.456
C -2.344605 7.350918 0.575726 0.029 0.750 -0.040
C 3.705850 2.922490 -1.329620 0.041 -0.269 0.980
H -0.157175 6.082275 -2.072601 0.252 0.266 -0.122
H -1.077207 -0.288911 2.669295 0.011 -0.103 -0.279
C -0.107098 -4.724406 -2.887926 -0.316 -0.122 1.403
O -2.423502 -1.331571 -0.722700 -1.401 1.065 0.107
H -4.145511 6.096848 0.735496 -0.124 0.710 -0.107
H -3.002634 4.035509 0.799992 -0.069 -0.124 0.118
C -0.656314 0.421325 -0.640644 -0.485 1.796 -2.546
H 3.478922 2.671634 -0.303968 -0.032 0.150 0.322
C -1.193168 -0.985609 -0.447845 -1.913 -2.595 0.766
C -2.949410 -0.235069 3.695615 1.794 0.860 -1.888
V 2.686220 -4.447343 1.508677 -2.925 0.805 0.060
C 4.251435 1.916152 -2.151803 -0.916 2.002 -1.013
C -2.424172 4.944141 0.721441 -0.050 -0.068 -0.380
H 2.603668 3.979093 6.150849 -0.073 -0.451 0.224
C 2.422872 4.079945 2.798480 0.870 0.353 0.970
F 0.737835 -5.278474 1.243232 0.247 1.058 0.052
C 0.928063 -1.853976 0.435219 -3.863 1.882 -1.408
V -3.264531 1.975394 -2.511117 3.504 2.517 0.405
H -0.807277 -3.056790 0.099877 -0.402 0.107 0.107
H -2.011829 -7.394053 -2.250905 0.057 -0.433 0.060
C 2.777527 4.461138 4.105446 -0.967 -1.028 0.365
H 1.027737 1.711428 -0.496168 0.275 -0.142 0.090
H 0.766366 6.122141 0.561868 0.163 -0.552 0.033
H -0.764195 -2.604539 2.917632 0.015 -0.735 0.282
H -1.854768 -5.159927 1.491257 -0.034 0.055 0.179
C -0.312943 6.087164 0.578351 -0.242 -0.416 -0.004
H 0.331045 3.748775 -2.133761 0.253 -0.383 -0.136
H -4.769633 -0.512930 4.681207 -0.076 0.216 0.198
O 2.686621 -4.631151 3.047415 0.640 -0.249 0.044
C -0.040338 4.200927 -3.041519 0.163 0.015 -0.504
O -3.053911 3.588073 -2.399587 -0.916 -4.106 -0.899
O 3.510059 -1.433472 3.196246 2.214 1.360 -3.074
C -0.876987 4.093640 -5.305838 0.681 -1.018 0.172
F -0.436401 3.722193 0.771874 0.834 -1.606 -0.209
V -4.254842 -2.560851 -0.034043 1.937 -1.027 -0.729
C 4.480338 2.278786 -3.475469 0.220 -0.138 -0.668
H -4.490221 -2.924110 5.077991 -0.082 0.273 0.348
H 1.450658 1.892934 5.824196 -0.560 -0.681 -0.432
O 3.278565 -5.689397 0.798434 0.968 -0.250 -0.112
C 2.397547 3.621801 5.152716 -0.858 -0.721 -1.423
C -1.252243 5.395323 -5.243829 -0.424 1.641 0.341
C -1.115484 -6.864536 -2.538256 -0.051 -1.087 0.387
H 0.040297 -9.697091 0.773212 -0.111 -0.031 -0.184
H 4.794596 1.490210 -4.143146 0.249 0.086 -0.229
O -1.321718 1.338665 -1.295808 -1.488 -1.322 0.542
H -0.030477 2.440515 -4.296655 -0.020 -0.182 0.077
O 2.562407 -0.143644 0.787549 4.178 -0.034 1.239
C -2.357430 -7.273071 1.252210 2.331 0.214 0.294
C 1.858558 2.839125 2.547831 -0.873 -0.367 -0.228
C 1.492301 -0.394339 0.268647 -3.581 1.706 -1.007
H -0.345233 8.232067 0.578133 -0.098 0.054 -0.143
H -1.331933 7.165050 -4.007747 0.024 0.053 -0.067
C 0.658479 0.710100 -0.330634 1.081 -3.397 1.509
C -1.741747 -8.511910 1.018397 -1.367 -0.378 0.076
C -0.271117 5.560336 -3.011215 -1.962 0.353 -0.332
O -3.088235 1.432699 -3.977620 -0.411 1.113 1.512
C 4.261277 3.578542 -3.977731 -0.617 -0.601 1.596
C -0.943271 7.332928 0.560579 -0.689 -1.578 0.047
C 1.017847 -5.367703 -3.413357 -0.867 -0.565 0.348
H 2.646076 4.781948 2.008684 0.018 -0.256 -0.365
H 1.509603 -7.799405 0.892542 0.195 0.363 -0.333
H -2.109054 -5.160520 -1.912049 0.209 0.757 -0.026
C -0.384299 -8.706872 0.847944 -0.728 0.222 -0.023
F 0.764627 0.854350 3.405818 -0.093 -0.390 -0.739
H -0.030681 -8.643371 -3.144678 0.250 0.016 0.158
O -5.168149 -3.289427 -1.106188 1.344 1.067 1.548
C -1.180181 -5.495003 -2.349900 1.758 -0.298 -1.626
C 0.445833 -7.614387 0.868594 0.858 0.805 1.070
C 3.474210 4.224860 -1.770704 0.738 -0.864 -1.710
F 2.075337 -4.665725 -3.906942 -0.662 -0.061 0.470
C -0.092329 -6.372099 1.162322 -2.473 -1.622 -0.677
H -0.072851 -3.665929 -2.676140 -0.027 0.285 -0.478
C -0.449753 -2.038167 0.068592 2.855 0.924 -0.095
C -1.008164 6.136509 -4.068432 0.974 -0.761 -0.178
H 3.557736 5.513419 -3.530761 -0.174 0.242 0.404
V 4.260442 -0.646009 1.986659 -3.397 3.518 4.109
C -1.846600 -0.882482 3.140576 -0.371 1.185 0.456
H 3.251396 5.383694 4.406677 0.086 0.182 -0.600
C 0.007567 -7.573312 -3.003606 0.599 2.674 -0.794
C 1.107407 -6.755845 -3.442235 -0.830 -0.535 0.418
O 4.570034 0.829833 2.598854 -0.491 -4.165 -1.788
C 3.728848 4.534981 -3.106758 0.492 -0.207 -0.562